1.
Formula: C8H8N2O2S
Source: the OMol25 dataset
Level of theory: wB97M-V/def2-TZVPD

Structure (XYZ):
```
21
Properties=species:S:1:pos:R:3:lowdin_charge:R:1
S 0.44057 -2.37784 0.31156 0.658
O 1.32072 -3.47959 0.63893 -0.304
O -0.59122 -2.46360 -0.70420 -0.302
N 2.48320 -0.11834 2.23319 0.184
N -0.17124 -1.75701 1.78688 -0.053
C -1.05815 2.18720 0.22251 -0.073
C -1.05557 1.51827 -2.07339 -0.062
C 0.30097 0.39770 -0.50412 -0.156
C 1.50731 -0.86562 -0.04231 -0.181
C -0.15135 0.52219 -1.76904 -0.081
C 2.09854 -0.48333 1.21874 -0.302
C -0.17080 1.12851 0.54596 -0.063
C -1.45916 2.41370 -1.06818 -0.073
H 0.13538 -0.04172 -2.67696 0.134
H -1.60168 2.58869 1.05826 0.102
H -2.15134 3.23485 -1.23931 0.107
H -1.38088 1.46526 -3.07394 0.093
H 0.21722 0.98123 1.57046 0.109
H -1.08666 -1.41467 1.85071 0.054
H 0.12856 -2.41906 2.52266 0.094
H 2.24558 -1.01680 -0.80842 0.114
```

Values from the calculation:
- Calculated total energy: -967.75464 a.u.
- Orbital gap: 10.39 eV
- SMILES: N#C[C@H](c1ccccc1)S(N)(=O)=O

---

2.
Formula: C8H8N2O3P
Source: the OMol25 dataset
Level of theory: wB97M-V/def2-TZVPD

Structure (XYZ):
```
22
Properties=species:S:1:pos:R:3:lowdin_charge:R:1
P 2.49776 -1.22420 0.31936 0.271
O 3.63331 -0.27486 0.14059 -0.347
O 2.17180 -2.03048 1.49648 -0.318
O 2.23070 -2.13788 -1.07612 -0.187
N 1.03454 -0.22249 0.20945 -0.059
N 2.20820 3.63157 -0.48960 0.075
C -3.13665 -0.53909 -0.06608 -0.160
C -0.12420 1.65120 0.71464 -0.069
C -2.54047 0.63182 0.38472 -0.050
C -0.34046 -0.58007 0.18481 -0.179
C -1.13464 0.60288 0.41254 -0.147
C -2.44540 -1.69911 -0.25173 -0.133
C 1.01140 1.01761 0.63158 -0.083
C -1.06300 -1.71610 -0.11396 -0.025
H 2.41404 -1.61433 -1.84354 0.030
H -4.25154 -0.64686 -0.21410 0.106
H -2.97306 1.60504 0.59602 0.100
H -0.13732 2.65372 1.03758 0.076
H -3.14583 -2.46360 -0.56366 0.090
H 2.88053 3.16051 -1.17834 0.002
H 1.65552 2.82697 -0.19111 -0.106
H -0.44521 -2.63224 -0.13952 0.115
```

Values from the calculation:
- Calculated total energy: -986.25020 a.u.
- Net charge: -1
- Orbital gap (spin up / spin down): 7.24 / 7.45 eV